## A
DFT (ωB97M-V/def2-TZVPD) results for C5H6N2OS in the gas phase.

Geometry (Å):
C  0.96521  0.28495  2.19508
C  0.47818  0.25561  0.74743
C  -0.20876  -0.91777  0.27970
C  -0.64633  -0.84653  -1.01312
O  -1.21071  -1.74869  -1.81782
N  -0.46628  0.32371  -1.68810
C  0.14946  1.49415  -1.20206
S  -0.15818  2.91141  -2.05627
N  0.73564  1.38156  0.09676
H  2.05684  0.48409  2.33058
H  0.28686  1.05589  2.75883
H  0.71287  -0.74538  2.50008
H  -0.34415  -1.77472  0.86303
H  -1.44970  -2.55068  -1.33103
H  -0.90095  0.39241  -2.66309

Its net charge is 0. Its LUMO energy is 0.1 eV. The value obtained for the HOMO-LUMO gap is 8.3 eV. The structure (SMILES) is Cc1cc(O)[nH]c(=S)n1. As for the HOMO energy: -8.16 eV.


## B
DFT (ωB97M-V/def2-TZVPD) results for C5H6N2OS in the gas phase.

Geometry (Å):
C  -0.04363  2.16389  -1.75156
S  1.33384  1.01132  -1.47463
N  0.67629  0.09583  -0.22786
C  0.02026  -1.38354  -0.39609
C  -0.40146  -1.73478  0.86222
O  -1.06451  -2.86831  1.18592
C  0.13103  -0.81274  1.79673
C  0.70554  0.21472  1.09093
N  0.00590  0.63199  2.26059
H  0.29384  2.86591  -2.50837
H  -0.27580  2.68063  -0.82646
H  -0.90442  1.60790  -2.10942
H  0.00398  -1.81605  -1.37084
H  -1.11547  -3.44815  0.41735
H  0.63462  0.79138  3.05149

Its net charge is 0. Its LUMO energy is 0.5 eV. The value obtained for the HOMO-LUMO gap is 8.5 eV. The structure (SMILES) is CSn1cc(O)c2c1N2. As for the HOMO energy: -7.92 eV.


Stability verdict: A, ahead by 0.2099 hartree


## A
DFT (ωB97M-V/def2-TZVPD) results for 4 unconnected molecules or ions with the total composition CH10N2O3.

Geometry (Å):
H  -0.38542  -2.06213  -2.40614
N  -0.21678  -1.98217  -1.41408
C  0.99585  -1.74894  -1.08604
N  1.39277  -1.25420  0.10020
H  1.76431  -1.80188  -1.86460
H  2.30672  -1.49707  0.44188
H  0.70103  -1.00360  0.78220
O  -1.22230  2.17386  1.57111
H  -1.50842  1.33299  1.18653
H  -1.63628  2.24850  2.43348
O  -1.94899  -0.25782  -0.12386
H  -1.47038  -0.98861  -0.60063
H  -2.83883  -0.41273  -0.48384
O  1.53527  2.21649  0.45286
H  1.05473  2.39455  -0.36045
H  0.80862  2.09546  1.08335

Its net charge is 0. Its LUMO energy is 0.8 eV. The value obtained for the HOMO-LUMO gap is 10.6 eV. The structure (SMILES) is [H]/N=C/N.O.O.O. As for the HOMO energy: -9.76 eV.


## B
DFT (ωB97M-V/def2-TZVPD) results for 4 unconnected molecules or ions with the total composition CH10N2O3.

Geometry (Å):
H  0.72778  1.89402  2.21494
N  0.12624  1.24516  1.73311
C  -1.13017  1.30039  1.73948
N  -1.89609  0.44269  1.01728
H  -1.72697  2.08633  2.21550
H  -2.81703  0.22381  1.34258
H  -1.43277  -0.20371  0.40004
O  1.36900  -1.55042  -2.19696
H  2.10971  -1.33756  -2.76711
H  1.50422  -1.08650  -1.34894
O  2.15032  -0.60417  0.40081
H  1.28497  -0.29270  0.71578
H  2.77446  -0.17071  0.99349
O  -1.39703  -0.71653  -2.25136
H  -0.68907  -1.36915  -2.12893
H  -0.95756  0.13906  -2.07971

Its net charge is 0. Its LUMO energy is 0.8 eV. The value obtained for the HOMO-LUMO gap is 10.6 eV. The structure (SMILES) is [H]/N=C/N.O.O.O. As for the HOMO energy: -9.82 eV.


Stability verdict: A, ahead by 0.0043 hartree